13
Properties=species:S:1:pos:R:3:nbo_charge:R:1 method="wB97M-V/def2-TZVPD" smiles=CC#[N+][S-].C#N.S total_energy_ev=-27855.98966 homo_ev=-8.20 de_lowest_kcal_mol=71.7 lumo_ev=0.43
N -1.13579 0.57507 -1.48763 -0.411
H -0.09854 -0.58405 1.03405 0.260
H -0.22066 -2.37363 -3.37731 0.238
C -0.87131 0.08402 1.08624 -0.669
H -1.74253 -0.38967 1.32355 0.247
C -0.11217 -2.34455 -2.32611 0.112
S 1.96710 1.83549 2.76050 -0.314
H -0.64166 1.02078 1.55987 0.260
H 2.29811 2.37518 1.48121 0.166
S -1.13671 0.83944 -3.06734 -0.080
C -1.07572 0.57577 -0.28894 0.400
N 0.01581 -2.37580 -1.20730 -0.361
H 2.75409 0.76195 2.50920 0.151